# 1
Molecular formula: C5H7N
Method: DFT, wB97M-V/def2-TZVPD

Geometry as XYZ:
```
13
Properties=species:S:1:pos:R:3:forces:R:3:lowdin_charge:R:1
C 1.9010 -0.1257 0.2846 1.957 1.032 -0.778 -0.2137
C 0.9408 -0.9800 0.6163 -4.153 -0.609 -0.249 0.0386
C 1.3919 0.9682 -0.3983 3.431 -0.089 0.578 -0.1815
C -0.6541 -0.0120 -0.0763 2.150 -4.590 2.199 -0.1327
C -2.0940 -0.4067 0.1357 2.889 -2.868 -2.522 -0.0881
N 0.0760 1.0525 -0.4864 -3.756 4.212 -2.218 -0.0572
H 3.0110 -0.1688 0.3871 -1.130 -0.388 0.119 0.1128
H 0.9174 -2.0277 0.9305 0.021 0.643 -0.076 0.0559
H 2.0384 1.7346 -0.7662 -0.065 0.533 -0.264 0.1043
H -2.0068 -1.3131 0.7689 -0.355 0.667 -0.068 0.0743
H -2.6713 0.3189 0.5693 -1.756 1.831 0.987 0.0233
H -2.5251 -0.8389 -0.8532 0.205 1.010 1.377 0.0961
H -0.3252 1.7987 -1.1121 0.561 -1.384 0.915 0.1680
```
Positions in Å, forces in eV/Å.

Charge: 0
Expectation value of S²: 2.03
Highest occupied orbital energy (spin up / spin down): -4.500 / -9.409 eV
HOMO-LUMO gap (spin up / spin down): 5.57 / 9.23 eV
Calculated total energy: -6782.362 eV
Spin multiplicity: 3
LUMO (spin up / spin down): 1.07 / -0.17 eV
ΔE to the lowest compared entry with this formula, charge and spin: 118.9 kJ/mol



# 2
Molecular formula: C36H90FeO24P6
Method: DFT, wB97M-V/def2-TZVPD

Geometry as XYZ:
```
157
Properties=species:S:1:pos:R:3:forces:R:3:lowdin_charge:R:1
Fe -0.3443 0.2496 -0.0505 0.839 -0.044 0.969 0.7528
C 5.2097 -1.7098 0.6958 -1.025 0.418 0.782 -0.0432
C 3.9253 -1.0070 1.1727 0.086 -0.844 -1.670 -0.2036
O 4.0325 0.2494 0.4464 -1.211 1.708 0.182 -0.1982
P 3.0854 0.7022 -0.7391 1.922 0.236 -1.579 0.5699
O 1.6018 0.5971 -0.6318 1.968 0.322 0.032 -0.2566
O 3.6932 -0.2777 -1.9227 -0.315 0.584 1.682 -0.1878
C 3.2601 -0.2048 -3.2819 -0.071 1.391 -0.032 -0.2687
C 4.2133 -0.7638 -4.2921 -0.042 -1.998 -0.662 -0.0664
O 3.5887 2.2315 -1.0779 -0.095 -1.520 0.837 -0.2001
C 4.9711 2.7539 -1.1276 0.382 -0.045 -1.142 -0.1973
C 5.4392 2.8973 -2.5679 0.033 -0.762 -0.916 -0.0688
H 5.3094 -2.6842 1.1740 0.328 0.058 -0.106 0.0877
H 5.2241 -1.7592 -0.3930 -0.049 -0.229 0.112 0.0704
H 5.9591 -0.9818 1.0066 0.545 -0.555 0.015 0.0866
H 2.9794 -1.4293 0.8335 0.195 -0.400 0.299 0.0703
H 3.8818 -0.9042 2.2570 0.114 0.642 -0.142 0.1260
H 2.2783 -0.6666 -3.3867 -0.134 0.326 0.148 0.1119
H 3.2796 0.8568 -3.5284 -0.937 0.235 0.134 0.0974
H 5.1542 -1.1804 -3.9327 0.293 0.901 0.204 0.0909
H 3.7917 -1.6784 -4.7091 -0.295 -0.142 -0.138 0.0680
H 4.2800 -0.1022 -5.1558 0.581 0.099 0.262 0.0858
H 5.0720 3.7477 -0.6913 -0.868 -0.231 0.621 0.1155
H 5.6973 2.0889 -0.6603 -0.440 -0.130 0.391 0.1185
H 5.4927 1.8950 -2.9929 0.198 -0.096 -0.157 0.0694
H 4.8720 3.4760 -3.2969 -0.683 0.205 0.566 0.0688
H 6.4289 3.3429 -2.6687 0.195 -0.170 0.558 0.0898
C -2.4033 6.2510 -1.7726 -0.914 1.807 -0.417 -0.0731
C -1.6432 5.2915 -0.9570 -1.096 -0.332 0.696 -0.2808
O -0.6126 4.7514 -1.8070 1.125 -2.099 0.115 -0.2035
P 0.2723 3.5016 -1.2335 2.106 2.262 0.433 0.5789
O -0.4645 2.3147 -0.7411 -0.070 0.990 0.032 -0.2487
O 1.4060 3.1172 -2.3086 -2.242 0.255 2.245 -0.2030
C 1.6336 3.7766 -3.5086 -0.802 -0.733 -2.613 -0.2625
C 0.5072 3.4117 -4.5308 1.147 1.665 0.543 -0.0318
O 1.1824 4.3183 -0.1077 -1.331 -1.419 -0.656 -0.1728
C 2.0850 5.3324 -0.5570 1.410 0.897 0.048 -0.2813
C 1.5231 6.6991 -0.8251 -1.124 0.365 -0.645 -0.0693
H -3.0557 6.9661 -1.2716 -0.166 -0.537 1.159 0.0910
H -1.6940 7.0120 -2.0979 0.105 -0.389 -1.229 0.0892
H -3.1144 5.8180 -2.4762 0.795 -0.062 -0.651 0.0879
H -1.2839 5.8336 -0.0824 0.697 -0.423 0.024 0.1227
H -2.2876 4.4712 -0.6408 0.121 -0.116 0.236 0.1166
H 1.6635 4.8662 -3.5027 0.303 -0.017 0.777 0.1194
H 2.5766 3.3322 -3.8268 0.140 0.536 -0.240 0.1094
H 0.4844 4.2905 -5.1752 0.103 -0.358 -0.769 0.0824
H 0.7309 2.4940 -5.0748 -0.595 0.022 0.209 0.0763
H -0.4432 3.5479 -4.0148 -0.129 -0.868 -0.049 0.0556
H 2.8629 5.5290 0.1808 -0.194 -0.853 0.612 0.1172
H 2.6593 5.0305 -1.4329 -0.255 -0.449 -0.105 0.1018
H 0.8536 6.6290 -1.6825 -0.122 0.360 0.010 0.0612
H 0.9828 7.1581 0.0029 -0.059 -0.309 0.174 0.0883
H 2.2978 7.4206 -1.0847 0.280 -0.291 -0.026 0.0943
C 3.2832 3.6527 3.6213 0.167 -0.194 -0.302 -0.0479
C 2.5078 2.3749 3.5652 0.954 -0.565 -1.827 -0.2781
O 1.1070 2.6130 3.6283 -1.925 -0.402 0.270 -0.1820
P 0.0963 1.4108 3.3008 -1.501 -2.443 0.704 0.5996
O 0.0618 0.6879 1.9467 0.619 2.609 3.137 -0.2812
O 0.3984 0.2366 4.4115 -0.690 0.541 -1.712 -0.1958
C 0.4896 0.5368 5.8164 0.618 1.631 0.367 -0.2550
C -0.7816 0.4325 6.6608 -0.022 -1.009 -1.036 -0.0419
O -1.3333 1.9837 3.8215 1.656 -0.516 -0.916 -0.2026
C -1.7686 3.3633 3.7063 -0.510 -0.225 0.573 -0.2098
C -3.0890 3.4721 4.5140 0.847 0.087 0.732 -0.0467
H 3.1558 4.3069 2.7588 -0.948 0.426 0.472 0.0757
H 3.0352 3.9742 4.6328 0.410 1.230 -0.319 0.0960
H 4.3510 3.4652 3.5083 0.092 -0.488 0.659 0.0897
H 2.5524 1.8830 2.5936 1.149 -0.425 0.077 0.1089
H 2.9098 1.7883 4.3913 -0.661 -0.591 -0.052 0.1276
H 1.3134 -0.0455 6.2291 -0.117 -0.219 -0.198 0.1168
H 0.8282 1.5726 5.7932 0.082 0.187 0.714 0.0994
H -0.7635 1.0527 7.5570 0.107 0.154 -0.276 0.0888
H -1.6165 0.6581 5.9974 -0.170 0.349 0.313 0.0563
H -0.9334 -0.5993 6.9777 0.016 -0.048 0.083 0.0739
H -1.0613 3.9648 4.2773 0.111 0.154 -0.252 0.1138
H -1.7095 3.6578 2.6585 -0.531 0.051 -0.006 0.1129
H -2.7406 3.1652 5.5002 -0.069 0.142 0.339 0.0765
H -3.4093 4.5065 4.6385 0.086 0.035 -0.285 0.0838
H -3.9745 2.8460 4.4042 0.297 -0.026 -1.165 0.0590
C -4.7162 0.0395 4.7516 0.083 0.700 -1.622 -0.0286
C -4.7906 -0.1606 3.1820 0.012 -0.735 1.529 -0.1988
O -3.3822 -0.4893 2.9122 0.374 -1.292 -2.961 -0.2010
P -3.0715 -1.2861 1.5064 -1.356 -1.394 1.269 0.6638
O -1.9830 -0.6841 0.6808 -1.755 -1.059 1.109 -0.2635
O -4.5053 -1.3412 0.7465 1.389 1.041 2.231 -0.2050
C -4.6156 -1.5730 -0.6329 0.321 0.220 -1.150 -0.2674
C -4.3274 -2.9845 -0.9223 -0.028 -1.216 -0.231 -0.0691
O -2.8677 -2.9274 1.9267 0.531 3.716 -1.394 -0.1998
C -4.0031 -3.6475 2.3596 0.606 -2.595 1.830 -0.2629
C -3.6377 -5.1763 2.5307 -0.073 0.627 -0.472 -0.0474
H -5.5948 0.3691 5.3063 -0.359 -0.440 -0.473 0.0838
H -4.3017 -0.8923 5.1364 -0.138 0.177 0.199 0.0800
H -4.0074 0.8555 4.8926 0.295 -0.300 0.160 0.0318
H -5.3918 -1.0220 2.8911 -0.089 -0.037 0.401 0.0970
H -5.1050 0.6168 2.4858 0.135 0.546 0.646 0.1176
H -5.6628 -1.4244 -0.8964 0.192 0.740 -0.039 0.1415
H -3.8919 -0.9564 -1.1660 -0.488 0.505 -0.128 0.1017
H -3.3017 -3.2620 -0.6790 0.002 -0.076 0.107 0.0688
H -5.0354 -3.5374 -0.3050 0.196 -0.598 -0.305 0.0883
H -4.5012 -3.1866 -1.9792 -0.077 -0.126 0.014 0.0991
H -4.1774 -3.4740 3.4215 -0.389 1.094 -0.031 0.1136
H -4.9123 -3.4999 1.7767 0.323 0.042 -0.029 0.1053
H -4.4580 -5.5846 3.1210 -0.190 -0.370 -0.486 0.0839
H -3.4141 -5.7308 1.6193 -0.700 0.075 -0.266 0.0652
H -2.7597 -5.4019 3.1359 0.129 0.863 0.304 0.0679
C 1.7199 -2.9644 5.0294 -0.696 -0.139 0.338 -0.0603
C 1.5000 -3.8952 3.8266 1.049 0.117 1.868 -0.2607
O 0.7767 -3.1312 2.9199 -1.828 1.290 -2.432 -0.1580
P 0.6060 -3.0799 1.3312 3.073 -2.190 2.589 0.4267
O 0.5040 -1.7763 0.7356 -1.054 1.745 -0.618 -0.2012
O -0.4687 -4.1150 0.9107 -0.752 0.979 -0.064 -0.1566
C -0.4600 -5.5113 1.0428 0.732 -2.200 -1.143 -0.2378
C -0.7435 -6.0471 -0.3845 -0.322 0.773 0.571 -0.0348
O 2.0340 -3.7103 0.9174 -0.406 0.883 1.099 -0.1780
C 2.3520 -3.5814 -0.4460 -1.507 -1.692 -1.546 -0.2984
C 2.7861 -4.9404 -0.8798 1.617 -0.564 -1.004 -0.0620
H 0.7482 -2.7906 5.4917 -0.334 0.445 -0.402 0.0743
H 2.2230 -3.3797 5.9026 0.770 -0.276 -0.527 0.0844
H 2.1330 -2.0123 4.6961 0.134 -0.080 0.198 0.0682
H 2.4588 -4.1923 3.4018 -0.168 -0.342 -0.094 0.1211
H 0.8979 -4.7198 4.2081 0.148 -0.391 -0.509 0.1240
H 0.4942 -5.9198 1.3756 0.350 0.464 0.098 0.1183
H -1.1793 -5.9016 1.7629 -0.232 0.596 -0.116 0.0971
H -1.7061 -5.6005 -0.6337 -0.288 -0.448 -0.280 0.0664
H -0.0492 -5.6151 -1.1053 0.303 -0.047 0.169 0.0573
H -0.7362 -7.1304 -0.5047 -0.162 0.098 0.274 0.0924
H 1.4333 -3.4852 -1.0248 -0.242 1.124 0.126 0.1008
H 3.0874 -2.8428 -0.7649 -0.205 0.358 0.695 0.1084
H 2.4140 -5.7675 -0.2753 0.147 0.275 0.191 0.0852
H 2.4751 -5.1465 -1.9040 0.062 0.055 -0.135 0.0803
H 3.8742 -4.8792 -0.8957 0.148 -0.961 0.123 0.0824
C -4.1057 1.9428 -4.0641 0.309 -0.536 -0.529 -0.0347
C -2.8521 1.5704 -3.2582 0.074 1.782 -0.520 -0.2683
O -2.7493 0.1959 -3.1204 0.218 -3.703 0.301 -0.1778
P -1.4190 -0.6805 -3.0812 -0.833 -0.848 -1.402 0.5349
O -0.7114 -0.6814 -1.7744 -0.256 -0.152 -1.916 -0.2480
O -1.9499 -2.1391 -3.5238 -0.746 1.966 -0.474 -0.1656
C -1.3749 -3.3906 -3.1608 1.098 0.459 2.256 -0.2994
C -1.6733 -4.6095 -3.9498 0.068 1.042 -1.112 -0.0448
O -0.5481 -0.1784 -4.3415 -0.825 0.194 2.841 -0.1859
C -0.7106 -0.6292 -5.6610 1.061 0.202 -1.876 -0.2747
C 0.5690 -1.4195 -6.0187 -2.345 0.072 -0.450 -0.0362
H -4.1592 2.9457 -4.4878 0.415 0.343 0.703 0.0803
H -4.0427 1.3635 -4.9853 -0.276 -0.433 0.050 0.0798
H -5.0520 1.7340 -3.5650 0.180 -0.114 0.098 0.0818
H -1.9567 1.8180 -3.8282 -0.020 0.970 0.152 0.0972
H -2.8345 1.9559 -2.2387 0.079 0.563 -0.171 0.1166
H -0.2962 -3.2353 -3.1408 0.165 -0.069 0.172 0.1110
H -1.7274 -3.5860 -2.1481 0.411 0.126 0.278 0.0908
H -2.6753 -4.9710 -3.7184 0.309 -0.452 -0.300 0.0924
H -1.5379 -4.3405 -4.9974 -0.411 -0.380 -0.289 0.0869
H -0.8190 -5.2461 -3.7196 -0.579 -0.650 0.150 0.0894
H -1.6281 -1.1551 -5.9252 0.000 -0.588 0.929 0.1245
H -0.8270 0.2415 -6.3064 0.424 0.403 0.148 0.1204
H 0.3003 -1.8188 -6.9966 0.691 -0.195 -0.238 0.0860
H 1.4620 -0.7961 -6.0636 -0.086 -0.279 0.254 0.0772
H 0.5547 -2.2569 -5.3211 0.782 -0.013 0.008 0.0697
```
Positions in Å, forces in eV/Å.

Charge: +2
Expectation value of S²: 6.01
Highest occupied orbital energy (spin up / spin down): -14.212 / -12.455 eV
HOMO-LUMO gap (spin up / spin down): 10.99 / 9.22 eV
Calculated total energy: -178054.574 eV
Spin multiplicity: 5
LUMO (spin up / spin down): -3.22 / -3.24 eV
ΔE to the lowest compared entry with this formula, charge and spin: 303.1 kJ/mol



# 3
Molecular formula: C10H28CdO6S4
Method: DFT, wB97M-V/def2-TZVPD

Geometry as XYZ:
```
49
Properties=species:S:1:pos:R:3:forces:R:3:lowdin_charge:R:1
Cd 24.4914 2.7581 21.2523 -0.361 0.342 2.823 1.2878
O 24.2300 4.1113 22.8886 -0.495 -0.512 1.196 -0.4527
C 24.8177 3.4401 23.9938 0.236 1.069 -1.352 -0.4069
C 24.8790 1.8741 23.9072 -0.305 -0.609 -0.313 -0.4127
O 24.8977 1.2363 22.6474 0.301 0.135 0.791 -0.4551
H 24.3124 3.7147 24.9332 -0.065 -0.176 0.133 0.0763
H 25.8274 3.8864 24.0652 0.303 -0.453 0.318 0.0709
H 23.9842 1.5131 24.4478 0.084 -0.078 0.253 0.0643
H 25.7714 1.5379 24.4611 -0.102 0.128 0.379 0.0776
C 23.7531 6.3864 18.1427 0.552 -0.201 0.317 -0.2503
S 23.1202 5.3888 19.5171 0.172 -0.117 0.241 0.8257
O 24.2752 4.5846 20.0381 -0.575 1.738 -1.425 -0.6100
C 22.9088 6.7243 20.6961 0.318 0.150 0.792 -0.2509
H 24.5772 7.0164 18.4823 -0.217 0.138 0.207 0.0581
H 22.9406 6.9680 17.7138 0.016 -0.006 -0.094 0.0527
H 24.2136 5.7029 17.4297 -0.397 -0.115 -0.137 0.0424
H 22.0624 7.3897 20.5310 -0.022 -0.128 -0.453 0.0559
H 23.8426 7.2854 20.7599 -0.028 0.023 -0.166 0.0622
H 22.7864 6.2651 21.6814 0.032 -0.326 -0.137 0.0465
C 19.9884 3.6528 21.6641 -0.068 -0.150 0.169 -0.2458
S 20.9835 2.1173 21.6015 0.553 0.963 0.903 0.8790
O 22.3485 2.5329 21.1075 -2.598 -0.586 -0.540 -0.6710
C 21.1432 1.9151 23.4309 -0.684 -0.290 -0.667 -0.2191
H 20.5810 4.5143 21.9720 0.339 -0.286 0.170 0.0564
H 19.2023 3.4768 22.3988 -0.097 0.067 -0.121 0.0432
H 19.5459 3.8933 20.6990 0.066 -0.329 -0.105 0.0444
H 21.4727 0.8972 23.6282 0.575 0.166 -0.146 0.0521
H 20.1424 1.9569 23.8682 -0.002 0.306 -0.122 0.0457
H 21.8007 2.6937 23.8090 0.218 -0.055 -0.047 0.0575
C 27.6142 0.9896 19.8929 -0.236 -0.766 1.024 -0.2630
S 27.9030 2.5863 20.6926 -0.940 -0.145 0.568 0.8911
O 26.5211 3.1571 20.8860 2.918 0.580 -0.744 -0.6475
C 28.3537 1.9731 22.3414 0.364 -0.292 -0.236 -0.2417
H 28.5129 0.3710 19.8665 0.234 0.400 -0.500 0.0560
H 27.0949 1.1343 18.9527 0.410 0.187 -0.249 0.0279
H 26.9384 0.4067 20.5308 -0.200 0.429 0.120 0.0541
H 27.7552 1.0921 22.5684 -0.174 0.131 0.076 0.0487
H 28.1676 2.7602 23.0686 -0.248 0.131 -0.190 0.0542
H 29.4207 1.7420 22.3747 -0.018 -0.079 -0.168 0.0472
C 22.7910 2.2817 17.3951 0.716 0.082 0.279 -0.2326
S 24.0968 1.2277 18.1640 -1.372 -0.539 0.342 0.8973
O 24.6104 1.9344 19.3811 -0.007 -1.346 -3.167 -0.6615
C 22.9462 -0.0712 18.8016 0.388 0.499 0.069 -0.2228
H 23.3278 3.1848 17.1036 -0.129 0.146 0.217 0.0334
H 22.0232 2.4790 18.1394 0.049 0.143 0.051 0.0445
H 22.3663 1.8758 16.4779 0.121 -0.460 0.152 0.0550
H 22.4460 -0.5482 17.9612 0.167 -0.164 -0.029 0.0516
H 22.2074 0.3431 19.4885 0.098 0.423 -0.181 0.0282
H 23.5483 -0.7516 19.4014 0.111 -0.166 -0.300 0.0559
```
Positions in Å, forces in eV/Å.

Charge: 0
Highest occupied orbital energy: -5.855 eV
HOMO-LUMO gap: 6.01 eV
Calculated total energy: -71008.757 eV
LUMO: 0.15 eV